The following is a DFT calculation (ωB97M-V/def2-TZVPD) of an isolated molecule of C24H28N2O6.

Calculated values
**Orbital gap**: 9.47 eV
**Energy**: -1492.39577 a.u.
**SMILES**: Cc1cccc(C(=O)OCC(=O)NCCNC(=O)COC(=O)c2cccc(C)c2C)c1C
**HOMO**: -8.673 eV

Last columns: bonded neighbours and bond lengths (Å).
Geometry (Å):
1 C 0.8412 0.4999 4.9240  C2 1.499, H33 1.087, H34 1.090, H35 1.090
2 C 0.6141 0.7484 3.4628  C1 1.499, C3 1.388, C31 1.399
3 C 1.5486 1.4676 2.7309  C2 1.388, C4 1.383, H36 1.081
4 C 1.3675 1.7080 1.3812  C3 1.383, C5 1.380, H37 1.079
5 C 0.2550 1.2024 0.7396  C4 1.380, C6 1.392, H38 1.077
6 C -0.6912 0.4799 1.4605  C5 1.392, C7 1.485, C31 1.398
7 C -1.8449 -0.0832 0.7134  C6 1.485, O8 1.213, O9 1.334
8 O -3.0189 0.0754 0.9727  C7 1.213
9 O -1.4212 -0.8394 -0.3005  C7 1.334, C10 1.423
10 C -2.3571 -1.6598 -0.9912  O9 1.423, C11 1.530, H39 1.092, H40 1.097
11 C -3.1000 -0.9606 -2.1317  C10 1.530, O12 1.217, N13 1.343
12 O -3.0390 -1.3697 -3.2766  C11 1.217
13 N -3.8463 0.0902 -1.7558  C11 1.343, C14 1.443, H41 1.014
14 C -4.5261 0.9002 -2.7382  N13 1.443, C15 1.540, H42 1.090, H43 1.095
15 C -3.5832 1.9620 -3.3350  C14 1.540, N16 1.446, H44 1.092, H45 1.093
16 N -2.3846 1.3490 -3.8618  C15 1.446, C17 1.355, H46 1.010
17 C -1.2943 1.2227 -3.0664  N16 1.355, O18 1.211, C19 1.529
18 O -1.1574 1.8277 -2.0263  C17 1.211
19 C -0.2264 0.2840 -3.6295  C17 1.529, O20 1.414, H47 1.094, H48 1.098
20 O 0.9175 0.3178 -2.7997  C19 1.414, C21 1.348
21 C 1.2010 -0.7771 -2.0671  O20 1.348, O22 1.207, C23 1.484
22 O 0.6002 -1.8170 -2.1863  C21 1.207
23 C 2.3454 -0.5110 -1.1599  C21 1.484, C24 1.396, C29 1.400
24 C 3.2858 0.4336 -1.5741  C23 1.396, C25 1.378, H49 1.078
25 C 4.3663 0.7428 -0.7767  C24 1.378, C26 1.384, H50 1.080
26 C 4.5064 0.1215 0.4523  C25 1.384, C27 1.386, H51 1.081
27 C 3.5817 -0.8145 0.8873  C26 1.386, C28 1.498, C29 1.401
28 C 3.7527 -1.4560 2.2302  C27 1.498, H52 1.089, H53 1.090, H54 1.087
29 C 2.4897 -1.1517 0.0770  C23 1.400, C27 1.401, C30 1.495
30 C 1.5115 -2.1642 0.5805  C29 1.495, H55 1.090, H56 1.082, H57 1.089
31 C -0.5341 0.2569 2.8317  C2 1.399, C6 1.398, C32 1.499
32 C -1.5361 -0.5252 3.6259  C31 1.499, H58 1.091, H59 1.084, H60 1.089
33 H 1.8055 0.8950 5.2335  C1 1.087
34 H 0.8143 -0.5664 5.1464  C1 1.090
35 H 0.0660 0.9803 5.5203  C1 1.090
36 H 2.4308 1.8456 3.2280  C3 1.081
37 H 2.0993 2.2737 0.8260  C4 1.079
38 H 0.0948 1.3871 -0.3094  C5 1.077
39 H -1.7631 -2.4706 -1.4188  C10 1.092
40 H -3.0957 -2.0504 -0.2797  C10 1.097
41 H -3.8174 0.3942 -0.7886  N13 1.014
42 H -5.3864 1.3822 -2.2735  C14 1.090
43 H -4.8644 0.2305 -3.5350  C14 1.095
44 H -4.0949 2.5070 -4.1310  C15 1.092
45 H -3.2625 2.6595 -2.5574  C15 1.093
46 H -2.5219 0.6553 -4.5834  N16 1.010
47 H 0.0688 0.6094 -4.6316  C19 1.094
48 H -0.6257 -0.7385 -3.6721  C19 1.098
49 H 3.1610 0.9149 -2.5309  C24 1.078
50 H 5.0957 1.4679 -1.1056  C25 1.080
51 H 5.3483 0.3687 1.0837  C26 1.081
52 H 3.7873 -2.5407 2.1411  C28 1.089
53 H 2.9155 -1.2004 2.8790  C28 1.090
54 H 4.6712 -1.1175 2.7027  C28 1.087
55 H 1.9983 -3.1347 0.6773  C30 1.090
56 H 0.6711 -2.2691 -0.0931  C30 1.082
57 H 1.1444 -1.8716 1.5633  C30 1.089
58 H -1.1063 -1.4726 3.9543  C32 1.091
59 H -2.4292 -0.7305 3.0463  C32 1.084
60 H -1.8285 0.0311 4.5149  C32 1.089

Here are the Löwdin charges for atoms 1 to 8, given in e: atom 1 (C): -0.0480, atom 2 (C): -0.2383, atom 3 (C): -0.0395, atom 4 (C): -0.0567, atom 5 (C): -0.0056, atom 6 (C): -0.0762, atom 7 (C): -0.4216, atom 8 (O): 0.1016